2 unconnected molecules or ions with the total composition C8H17N2 at a distorted geometry, computed with ωB97M-V with the def2-TZVPD basis set.

ORCA input file:
```
! wB97M-V def2-TZVPD RIJCOSX def2/J DEFGRID3
* xyz 1 1
C 0.249 -3.479 -0.814
C 0.633 -2.339 -0.852
C 1.778 -0.754 -2.527
C 1.350 -0.816 1.187
C 2.563 0.691 -0.223
C -2.804 2.601 0.485
C -2.442 0.319 1.433
C 1.341 -1.204 -1.166
N 1.678 -0.396 -0.164
N -3.383 1.279 0.802
H -0.209 -4.362 -0.560
H 2.772 -0.194 -2.503
H 1.955 -1.538 -3.194
H 0.986 -0.057 -2.793
H 1.347 -0.021 2.007
H 0.483 -1.514 1.421
H 2.099 -1.569 1.467
H 2.995 0.969 0.691
H 3.352 0.388 -0.933
H 2.084 1.597 -0.747
H -3.594 3.227 -0.038
H -2.520 3.232 1.286
H -1.911 2.460 -0.183
H -1.626 0.972 1.659
H -2.892 -0.255 2.240
H -2.054 -0.459 0.686
H -4.233 1.221 1.333
*
```

For the LUMO energy, the calculation gives -5.08 eV. Its molar mass is 141.24 g/mol. The value obtained for the HOMO-LUMO gap is 0.2153 Eh.

Here are the Löwdin charges for atoms 1 to 8, given in e: 0.28, -0.04, 0.04, -0.03, -0.02, -0.15, -0.15, -0.21

---

A molecular structure, C55H51AsF2N2O7W, computed with ωB97M-V with the def2-TZVPD basis set.

ORCA input file:
```
! wB97M-V def2-TZVPD RIJCOSX def2/J DEFGRID3
* xyz 2 3
W 0.077 -0.400 -0.602
C 2.406 -0.254 1.812
O 2.293 -0.727 0.472
C 3.558 -1.326 0.096
C 3.557 -2.195 -1.145
O 3.257 -1.520 -2.342
C 4.358 -0.785 -2.845
H 2.669 -1.086 2.473
H 1.456 0.177 2.105
H 3.190 0.506 1.885
H 3.878 -1.957 0.931
H 4.284 -0.512 -0.007
H 2.848 -3.013 -1.046
H 4.562 -2.638 -1.194
H 5.192 -1.452 -3.084
H 4.704 -0.022 -2.139
H 4.033 -0.286 -3.755
F 1.314 -5.082 1.986
C 0.908 -4.526 0.831
C 0.772 -3.157 0.766
C 0.352 -2.546 -0.414
C 0.049 -3.366 -1.510
C 0.208 -4.747 -1.399
F -0.089 -5.545 -2.439
C 0.643 -5.355 -0.243
C -0.487 -2.667 -2.677
C -0.781 -3.220 -3.922
C -1.319 -2.424 -4.913
C -1.558 -1.081 -4.654
C -1.228 -0.591 -3.413
N -0.706 -1.355 -2.442
H 0.997 -2.583 1.655
H 0.752 -6.428 -0.179
H -0.588 -4.264 -4.101
H -1.552 -2.848 -5.881
H -1.983 -0.423 -5.399
H -1.384 0.448 -3.164
C -3.746 1.661 -0.555
C -2.315 1.426 -0.182
O -1.720 0.563 -0.888
C -1.680 2.180 0.855
C -2.442 3.097 1.618
C -1.865 3.898 2.565
C -0.478 3.824 2.766
C 0.296 2.958 2.032
C -0.280 2.107 1.074
O 0.528 1.334 0.379
H -4.027 0.970 -1.344
H -3.879 2.688 -0.899
H -4.398 1.511 0.306
H -3.508 3.166 1.451
H -2.464 4.585 3.145
H -0.011 4.462 3.506
H 1.369 2.913 2.166
O 1.192 0.482 -2.122
As 1.546 2.038 -2.666
C 0.242 3.331 -2.133
C 0.509 4.201 -1.081
C -0.456 5.117 -0.688
C -1.674 5.170 -1.352
C -1.932 4.311 -2.415
C -0.974 3.390 -2.809
C 1.531 1.919 -4.564
C 1.649 0.662 -5.147
C 1.651 0.557 -6.530
C 1.536 1.698 -7.314
C 1.413 2.950 -6.723
C 1.410 3.066 -5.342
C 3.261 2.537 -2.006
C 4.195 3.115 -2.857
C 5.448 3.446 -2.362
C 5.756 3.200 -1.031
C 4.815 2.624 -0.186
C 3.559 2.289 -0.670
H 1.461 4.159 -0.564
H -0.254 5.794 0.131
H -2.419 5.895 -1.053
H -2.870 4.375 -2.950
H -1.162 2.743 -3.658
H 1.732 -0.220 -4.521
H 1.748 -0.414 -6.996
H 1.541 1.612 -8.392
H 1.318 3.835 -7.338
H 1.302 4.042 -4.882
H 3.963 3.291 -3.900
H 6.185 3.891 -3.018
H 6.735 3.457 -0.650
H 5.064 2.439 0.851
H 2.811 1.834 -0.029
C -4.709 -0.312 5.332
O -3.353 -0.751 5.345
C -3.013 -1.724 6.220
C -3.857 -2.271 7.178
C -3.387 -3.260 8.033
C -2.081 -3.716 7.951
C -1.238 -3.181 6.991
C -1.704 -2.207 6.125
N -0.801 -1.629 5.173
C -0.899 -1.536 3.870
C -1.830 -2.094 2.972
C -2.788 -3.085 3.315
C -3.607 -3.629 2.371
C -3.510 -3.183 1.039
C -2.592 -2.235 0.667
C -1.709 -1.675 1.613
O -0.811 -0.789 1.275
H -4.779 0.408 4.523
H -4.973 0.172 6.273
H -5.386 -1.145 5.140
H -4.874 -1.924 7.272
H -4.056 -3.671 8.777
H -1.723 -4.481 8.624
H -0.216 -3.529 6.899
H 0.022 -1.206 5.581
H -0.120 -0.936 3.413
H -2.849 -3.432 4.336
H -4.322 -4.395 2.635
H -4.170 -3.603 0.290
H -2.518 -1.911 -0.367
*
```

For the LUMO energy (alpha / beta), the calculation gives -5.08 / -5.35 eV. Its molar mass is 1148.78 g/mol. The value obtained for the HOMO-LUMO gap (alpha / beta) is 0.2555 / 0.2741 Eh.

Here are the Löwdin charges for atoms 1 to 8, given in e: 1.79, -0.09, -0.30, -0.14, -0.19, -0.19, -0.08, 0.10

---

A molecular structure, C34H33Cl3LiN8SSi at a distorted geometry, computed with ωB97M-V with the def2-TZVPD basis set.

ORCA input file:
```
! wB97M-V def2-TZVPD RIJCOSX def2/J DEFGRID3
* xyz -1 1
Li -0.390 -0.689 -0.108
N 8.215 -6.045 0.303
C 7.204 -5.496 0.317
C 5.970 -4.819 0.303
C 5.098 -4.977 -0.778
C 3.922 -4.260 -0.829
C 3.575 -3.381 0.199
C 4.432 -3.264 1.296
C 5.617 -3.965 1.353
C 2.365 -2.555 0.090
C 2.539 -1.184 0.322
C 3.786 -0.502 0.456
C 3.483 0.801 0.757
C 2.077 0.866 0.796
N 1.513 -0.294 0.516
C 1.185 -3.193 -0.310
C 0.996 -4.606 -0.403
C -0.185 -4.796 -1.069
C -0.674 -3.505 -1.357
N 0.101 -2.551 -0.869
H 5.362 -5.654 -1.578
H 3.267 -4.357 -1.681
H 4.155 -2.608 2.107
H 6.281 -3.853 2.199
H 4.763 -0.916 0.291
H 4.167 1.611 0.933
H 1.480 1.718 1.051
H 1.643 -5.359 0.009
H -0.651 -5.728 -1.336
H -1.540 -3.274 -1.952
Cl -3.115 3.160 0.089
Si -1.762 1.585 -0.108
Cl -1.533 1.089 1.918
Cl -5.058 1.111 -1.738
C -3.021 -2.590 1.589
N -4.114 -3.563 1.536
C -4.374 -3.846 0.123
N -4.725 -2.655 -0.628
C -3.635 -1.692 -0.525
N -3.327 -1.363 0.868
C -4.536 -0.779 1.445
N -5.666 -1.703 1.386
C -5.307 -2.924 2.088
C -5.894 -2.031 -0.020
H -2.132 -3.051 1.144
H -2.818 -2.347 2.637
H -5.196 -4.567 0.057
H -3.472 -4.291 -0.310
H -3.934 -0.780 -1.043
H -2.742 -2.097 -0.994
H -4.801 0.118 0.882
H -4.340 -0.513 2.491
H -6.143 -3.630 2.021
H -5.118 -2.687 3.142
H -6.110 -1.112 -0.566
H -6.745 -2.715 -0.090
N -0.265 2.822 0.009
S -0.096 3.831 -1.207
C 1.702 4.141 -1.287
C 2.495 4.522 -0.216
C 3.871 4.570 -0.369
C 4.455 4.232 -1.578
C 3.658 3.868 -2.652
C 2.284 3.822 -2.507
C -0.732 5.432 -0.643
C -0.570 5.905 0.648
C -1.169 7.097 1.019
C -1.949 7.798 0.116
C -2.130 7.306 -1.167
C -1.524 6.122 -1.547
H -0.061 3.184 0.932
H 2.058 4.764 0.740
H 4.490 4.860 0.467
H 5.529 4.250 -1.684
H 4.108 3.605 -3.597
H 1.652 3.515 -3.328
H -0.013 5.342 1.381
H -1.046 7.465 2.027
H -2.429 8.718 0.417
H -2.763 7.833 -1.865
H -1.692 5.710 -2.530
*
```

For the LUMO energy, the calculation gives 1.28 eV. Its molar mass is 727.15 g/mol. The value obtained for the HOMO-LUMO gap is 0.2059 Eh.

Here are the Löwdin charges for atoms 1 to 8, given in e: 0.46, 0.15, -0.20, -0.24, -0.01, -0.01, -0.16, -0.02

---

A single C3H8N2O4 molecule at a distorted geometry, computed with ωB97M-V with the def2-TZVPD basis set.

ORCA input file:
```
! wB97M-V def2-TZVPD RIJCOSX def2/J DEFGRID3
* xyz 0 1
C 0.697 1.414 0.374
C -0.518 -0.848 -0.247
C 0.686 -0.101 0.323
N -1.296 -1.437 0.824
N -1.368 0.062 -1.038
O -0.215 2.184 -0.110
O 1.548 1.857 1.234
O 1.530 0.375 -1.152
O 1.410 -0.601 1.244
H -0.840 1.566 -0.635
H 1.910 0.885 1.669
H 2.463 0.321 -0.902
H -0.110 -1.619 -0.914
H -0.762 -1.545 1.679
H -1.631 -2.356 0.558
H -2.356 -0.104 -0.883
H -1.149 -0.053 -2.024
*
```

For the LUMO energy, the calculation gives 0.68 eV. Its molar mass is 136.11 g/mol. The value obtained for the HOMO-LUMO gap is 0.3801 Eh.

Here are the Löwdin charges for atoms 1 to 8, given in e: -0.41, -0.36, -0.44, 0.07, 0.06, 0.16, 0.13, -0.07

---

7 unconnected molecules or ions with the total composition C16H27N5O6 at a distorted geometry, computed with ωB97M-V with the def2-TZVPD basis set.

ORCA input file:
```
! wB97M-V def2-TZVPD RIJCOSX def2/J DEFGRID3
* xyz 0 1
C 1.647 -2.619 1.062
O 0.242 -2.736 0.788
C -0.682 -2.739 1.733
O -1.857 -2.744 1.493
O -0.142 -2.711 2.965
C -1.037 -2.796 4.065
H 2.026 -3.280 1.836
H 1.823 -1.577 1.325
H 2.137 -2.822 0.117
H -0.586 -3.454 4.803
H -2.009 -3.188 3.769
H -1.202 -1.808 4.495
C -0.374 4.409 -0.037
O 0.718 3.676 -0.572
C 1.927 3.969 -0.082
O 2.149 4.815 0.749
O 2.801 3.155 -0.641
C 4.121 3.169 -0.089
H -0.216 5.485 -0.116
H -0.501 4.186 1.025
H -1.259 4.115 -0.591
H 4.654 2.349 -0.555
H 4.037 2.983 0.982
H 4.646 4.112 -0.226
C -3.872 -0.607 -0.392
C -4.961 -1.021 0.484
N -5.842 -1.319 1.156
H -3.558 -1.408 -1.056
H -3.043 -0.211 0.187
H -4.254 0.192 -1.032
C 1.552 2.093 3.243
C 2.358 1.225 2.386
N 2.999 0.553 1.710
H 1.168 1.532 4.094
H 0.721 2.487 2.662
H 2.177 2.895 3.631
C -1.126 -3.161 -2.157
C -2.377 -3.869 -1.862
N -3.356 -4.423 -1.636
H -1.187 -2.812 -3.190
H -0.243 -3.778 -2.054
H -1.139 -2.278 -1.521
C 0.017 -0.269 -5.023
C -0.943 -0.010 -3.953
N -1.699 0.196 -3.115
H 0.845 -0.875 -4.666
H 0.355 0.705 -5.376
H -0.470 -0.770 -5.858
C 0.122 0.454 -0.598
C 1.093 -0.399 -1.283
N 1.873 -1.060 -1.803
H -0.764 -0.089 -0.278
H -0.145 1.248 -1.288
H 0.635 0.827 0.289
*
```

For the LUMO energy, the calculation gives 0.16 eV. Its molar mass is 385.42 g/mol. The value obtained for the HOMO-LUMO gap is 0.4111 Eh. As for the structure (SMILES): COC(=O)OC.COC(=O)OC.CC#N.CC#N.CC#N.CC#N.CC#N.

Here are the Löwdin charges for atoms 1 to 8, given in e: -0.03, -0.02, -0.61, 0.12, -0.02, -0.04, 0.10, 0.05

---

A molecular structure, C24H33AuN4Se2Si, computed with ωB97M-V with the def2-TZVPD basis set.

ORCA input file:
```
! wB97M-V def2-TZVPD RIJCOSX def2/J DEFGRID3
* xyz 0 1
Au 0.021 -0.204 -0.465
C -2.534 -0.352 -1.912
N -2.039 0.008 -0.554
C -2.695 -0.862 0.464
C -2.314 1.446 -0.296
C -3.629 1.861 -0.201
C -3.930 3.195 0.010
C -2.885 4.098 0.104
C -1.568 3.690 -0.003
C -1.235 2.341 -0.196
N 0.033 1.799 -0.341
C 1.295 2.315 -0.088
C 1.630 3.645 0.202
C 2.943 4.030 0.403
C 3.982 3.119 0.318
C 3.677 1.799 0.038
C 2.365 1.408 -0.148
N 2.086 -0.021 -0.449
C 2.645 -0.365 -1.786
C 2.677 -0.913 0.589
H -3.613 -0.200 -1.951
H -2.294 -1.394 -2.108
H -2.053 0.290 -2.646
H -3.775 -0.733 0.410
H -2.315 -0.579 1.446
H -2.441 -1.893 0.232
H -4.433 1.142 -0.282
H -4.958 3.516 0.099
H -3.090 5.148 0.264
H -0.811 4.446 0.065
H 0.877 4.403 0.293
H 3.149 5.067 0.635
H 5.007 3.422 0.479
H 4.476 1.072 -0.022
H 3.727 -0.228 -1.767
H 2.211 0.296 -2.532
H 2.403 -1.401 -2.012
H 3.759 -0.793 0.598
H 2.425 -1.940 0.333
H 2.242 -0.634 1.548
Se -0.070 0.623 2.577
C 0.143 -0.343 4.195
C -0.949 -0.688 4.995
C -0.750 -1.418 6.155
N 0.442 -1.833 6.586
C 1.484 -1.495 5.827
C 1.391 -0.769 4.652
H -1.948 -0.386 4.707
H -1.599 -1.687 6.776
H 2.456 -1.827 6.180
H 2.288 -0.528 4.098
C 1.024 -5.334 0.450
Si -0.228 -3.976 0.736
C -1.946 -4.717 0.670
C 0.064 -3.114 2.350
Se 0.034 -2.588 -1.097
H 0.892 -6.128 1.188
H 2.042 -4.950 0.540
H 0.917 -5.774 -0.544
H -2.029 -5.526 1.401
H -2.158 -5.129 -0.318
H -2.718 -3.983 0.906
H -0.120 -3.809 3.174
H -0.578 -2.241 2.483
H 1.093 -2.760 2.441
*
```

For the LUMO energy, the calculation gives -1.13 eV. Its molar mass is 760.53 g/mol. The value obtained for the HOMO-LUMO gap is 0.1994 Eh.

Here are the Löwdin charges for atoms 1 to 8, given in e: 1.02, -0.08, -0.33, -0.09, -0.21, -0.04, -0.08, -0.07

---

Look up the molar mass of the fourth one. 136.11 g/mol